DFT (wB97M-V/def2-TZVPD) results for a structure of composition C29H25N7O2Pt.

```
64
Properties=species:S:1:pos:R:3
Pt 0.858 -0.915 -0.868
O -5.974 3.288 -1.896
O -4.294 4.599 -2.482
N 2.893 -1.242 2.934
N 2.554 2.762 -1.128
N 1.310 1.050 -0.576
N 0.558 -2.898 -1.184
N 3.272 -0.852 -0.807
N 1.430 -1.111 1.304
N -1.272 -1.031 -1.331
C -1.756 1.126 -2.362
C -0.640 -1.060 2.774
C 1.254 -1.284 4.897
C 2.682 -1.162 1.597
C 1.641 -1.232 3.559
C 3.770 -1.141 0.562
C -0.102 -1.214 5.142
C -4.813 3.399 -2.132
C 0.910 4.623 -0.514
C -1.086 -4.581 -0.887
C -1.094 3.696 0.509
C -4.302 1.142 -1.273
C -0.657 2.400 0.329
C -0.089 -5.540 -0.747
C -2.601 2.198 -2.589
C -1.692 -2.209 -1.370
C -1.038 -1.096 4.096
C 1.519 -3.820 -1.081
C -3.863 2.229 -2.016
C -3.470 0.054 -1.067
C 0.572 2.224 -0.301
C 0.727 -1.138 2.519
C -2.187 0.066 -1.594
C 1.231 -5.156 -0.874
C 2.484 1.426 -1.035
C 3.608 0.484 -1.326
C -0.326 4.795 0.077
C -0.724 -3.287 -1.120
C 1.343 3.308 -0.667
H -0.701 5.798 0.240
H 4.518 0.863 -0.870
H 2.538 -3.482 -1.194
H 3.345 3.284 -1.461
H 4.518 -0.409 0.854
H -0.766 1.095 -2.798
H -1.230 1.550 0.689
H -2.093 -1.030 4.341
H -3.812 -0.789 -0.467
H 2.037 -5.876 -0.817
H -5.305 1.167 -0.864
H -2.717 -2.447 -1.654
H -3.349 4.551 -2.629
H -1.357 -0.967 1.961
H 1.974 -1.373 5.707
H 4.266 -2.108 0.559
H -0.345 -6.576 -0.564
H -2.040 3.877 1.013
H -2.252 3.003 -3.229
H -2.137 -4.841 -0.812
H 3.782 0.431 -2.398
H -0.457 -1.245 6.168
H 3.782 -1.301 3.397
H 1.521 5.470 -0.813
H 3.645 -1.542 -1.431
```

The energy above the lowest of the compared OMol25 structures with the same formula, charge and spin is 0.0 kcal/mol. As for the spin multiplicity: 1. The charge is +2. For the HOMO-LUMO gap (spin up / spin down), the calculation gives 7.2 / 7.2 eV.